P) Below is the molecule C7H12S, with properties calculated with ωB97M-V/def2-TZVPD.

Its HOMO energy is -8.46 eV. As for the SMILES: CC(=S)[C@H]1CC[C@H]1C. The HOMO-LUMO gap is 8.58 eV. Its spin multiplicity is 1.

Geometry as XYZ:
```
20
Properties=species:S:1:pos:R:3:lowdin_charge:R:1
C 1.05 1.36 -0.82 -0.0714
C 1.14 0.05 -0.01 -0.3857
C 1.32 -1.27 -0.63 -0.1467
C 0.59 -1.95 0.68 -0.0402
C -0.10 -0.54 0.70 -0.3161
C -1.50 -0.11 0.06 -0.7599
C -2.19 1.23 0.59 -0.1032
H 0.61 2.23 -0.31 0.0440
H 0.47 1.23 -1.85 0.1187
H 2.08 1.82 -1.12 0.0921
H 1.89 0.14 0.79 0.1368
H 2.32 -1.46 -0.85 0.0778
H 0.70 -1.35 -1.52 0.1076
H -0.18 -2.73 0.41 0.0986
H 1.40 -2.04 1.36 0.0862
H -0.23 0.08 1.55 0.1089
H -3.16 1.04 -0.04 0.0676
H -2.17 1.31 1.62 0.0267
H -1.63 2.16 0.11 0.1035
S -2.40 -1.17 -0.72 0.7544
```

Q) Below is the molecule C7H12S, with properties calculated with ωB97M-V/def2-TZVPD.

Its HOMO energy is -7.43 eV. The HOMO-LUMO gap is 8.07 eV. Its spin multiplicity is 1.

Geometry as XYZ:
```
20
Properties=species:S:1:pos:R:3:lowdin_charge:R:1
C 1.44 1.22 0.69 -0.4055
C -0.70 2.80 -0.24 -0.4837
C 1.76 0.09 1.28 -0.0190
C 0.72 -0.61 -1.07 -0.1780
C 1.81 0.10 -0.20 -0.2478
C -0.29 -1.59 -0.51 -0.2896
C -1.32 -0.96 0.37 -0.1133
S 0.51 2.78 0.93 0.9409
H -0.32 2.74 -1.25 -0.0117
H -1.64 2.31 -0.05 -0.0283
H 1.68 -0.52 2.24 0.1326
H -0.79 -2.06 -1.29 0.0728
H 0.09 0.11 -1.48 0.0795
H 1.24 -1.06 -1.80 0.0582
H 2.87 0.05 -0.74 0.1495
H 0.19 -2.44 0.07 0.1293
H -0.99 -1.19 1.36 0.0434
H -2.37 -1.46 0.24 0.1094
H -1.18 0.19 0.17 0.0744
H 1.32 3.47 0.12 -0.0133
```

R) Below is the molecule C7H12S, with properties calculated with ωB97M-V/def2-TZVPD.

Its HOMO energy is -8.48 eV. As for the SMILES: CC[C@]1(C=S)C[C@@H]1C. The HOMO-LUMO gap is 8.66 eV. Its spin multiplicity is 1.

Geometry as XYZ:
```
20
Properties=species:S:1:pos:R:3:lowdin_charge:R:1
C -1.25 2.00 0.19 -0.0874
C -0.53 0.94 -0.63 -0.2257
C -0.37 -0.34 0.13 -0.4583
C 0.64 -0.42 1.29 -0.0515
C 0.94 -1.18 0.04 -0.2570
C 2.07 -0.78 -0.90 -0.0537
C -1.56 -1.23 0.32 -0.6048
H -1.33 2.95 -0.39 0.0920
H -0.67 2.25 1.02 0.0486
H -2.20 1.71 0.48 0.0286
H -1.12 0.76 -1.58 0.1179
H 0.45 1.29 -0.95 0.1011
H 0.38 -0.97 2.22 0.1234
H 1.18 0.50 1.43 0.1038
H 0.72 -2.27 0.10 0.1438
H 1.80 -0.99 -1.91 0.0770
H 2.31 0.27 -0.83 0.0667
H 2.93 -1.36 -0.62 0.0726
H -1.39 -2.09 0.96 0.0557
S -3.01 -1.04 -0.34 0.7071
```

Most stable one: R), least stable one: Q).

P) Below is a cluster of 2 separate species, C6H15B in total, with properties calculated with ωB97M-V/def2-TZVPD.

Its HOMO energy (spin up / spin down) is -7.99 / -6.71 eV. The HOMO-LUMO gap (spin up / spin down) is 8.36 / 6.95 eV. Its spin multiplicity is 1.

Geometry as XYZ:
```
22
Properties=species:S:1:pos:R:3:lowdin_charge:R:1
B -0.82 -0.13 0.18 -0.0018
C -1.33 -2.53 -1.42 0.0475
C -2.18 0.59 -0.15 -0.0747
C 0.87 1.09 1.77 -0.0332
C 1.62 -0.79 0.34 -0.0786
C 1.05 1.39 -0.72 -0.0642
C 0.63 0.40 0.35 -0.5509
H -2.16 -1.90 -1.79 -0.0145
H -1.51 -3.45 -0.86 -0.0234
H -0.33 -2.50 -1.72 -0.0711
H -3.06 0.08 -0.52 0.0330
H -1.89 1.30 -0.89 0.0382
H -2.57 1.18 0.82 0.1165
H 1.91 1.29 1.95 0.0792
H 0.59 0.30 2.43 0.0655
H 0.29 1.96 1.92 0.0684
H 2.63 -0.55 0.59 0.0692
H 1.52 -1.29 -0.57 0.0451
H 1.42 -1.40 1.27 0.1030
H 1.15 0.93 -1.75 0.1149
H 0.27 2.17 -0.76 0.0866
H 1.92 1.86 -0.47 0.0456
```

Q) Below is the molecule C6H15B, with properties calculated with ωB97M-V/def2-TZVPD.

Its HOMO energy is -8.92 eV. As for the SMILES: CB(C)C(C)(C)C. The HOMO-LUMO gap is 9.47 eV. Its spin multiplicity is 1.

Geometry as XYZ:
```
22
Properties=species:S:1:pos:R:3:lowdin_charge:R:1
B -0.56 0.83 0.49 -0.2410
C -1.55 0.35 1.59 -0.0693
C -0.84 2.23 -0.17 -0.0592
C -0.18 -1.52 -1.27 -0.1092
C 1.64 0.28 -1.11 -0.0469
C 0.88 -1.38 0.91 -0.1096
C 0.46 -0.53 -0.30 -0.4651
H -2.61 0.72 1.67 0.0740
H -0.96 0.57 2.53 0.0968
H -1.74 -0.76 1.53 0.0648
H -1.28 2.92 0.62 0.0756
H -1.71 2.19 -0.90 0.0897
H -0.11 2.69 -0.88 0.0558
H 0.60 -2.24 -1.54 0.0729
H -0.53 -0.96 -2.17 0.0848
H -1.09 -2.13 -0.92 0.1051
H 2.24 -0.51 -1.49 0.0533
H 2.10 0.95 -0.43 0.0633
H 1.09 0.66 -1.96 0.0629
H 0.05 -1.61 1.56 0.0408
H 1.32 -2.33 0.50 0.0947
H 1.58 -0.96 1.59 0.0658
```

Most stable one: Q), least stable one: P).

P) Below is the molecule C3H5FS, with properties calculated with ωB97M-V/def2-TZVPD.

Its HOMO energy is -9.24 eV. As for the SMILES: F[C@H]1C[C@@H]1S. The HOMO-LUMO gap is 10.04 eV. Its spin multiplicity is 1.

Geometry as XYZ:
```
10
Properties=species:S:1:pos:R:3:lowdin_charge:R:1
C 0.23 -0.15 0.58 -0.5725
C -0.47 0.83 -0.36 -0.1518
C -0.60 -0.60 -0.55 -0.4307
H 2.68 0.24 0.62 -0.0709
H -0.25 -0.18 1.68 0.1709
H -1.28 1.30 0.30 0.1304
H -0.02 1.73 -0.82 0.1164
H -0.34 -1.40 -1.38 0.1716
F -1.78 -1.08 0.08 -0.0730
S 1.83 -0.68 -0.15 0.7095
```

Q) Below is the molecule C3H5FS, with properties calculated with ωB97M-V/def2-TZVPD.

Its HOMO energy is -9.12 eV. As for the SMILES: C=C(F)CS. The HOMO-LUMO gap is 9.93 eV. Its spin multiplicity is 1.

Geometry as XYZ:
```
10
Properties=species:S:1:pos:R:3:lowdin_charge:R:1
C 0.80 -0.34 0.79 -0.4677
C -0.53 -0.31 0.02 -0.6367
C -1.44 0.65 -0.30 0.0243
H 2.16 0.93 -1.22 -0.1161
H 0.72 -1.57 1.11 0.1617
H 1.01 0.44 1.60 0.0851
H -2.37 -0.02 -0.84 0.1230
H -1.74 1.89 -0.25 0.1305
F -0.81 -1.42 -0.48 0.0733
S 2.19 -0.25 -0.44 0.6225
```

Most stable one: P), least stable one: Q).

P) Below is a cluster of 2 separate species, C5H15NO in total, with properties calculated with ωB97M-V/def2-TZVPD.

Its HOMO energy is -8.16 eV. As for the SMILES: CC[C@H](C)NC.O. The HOMO-LUMO gap is 8.94 eV. Its spin multiplicity is 1.

Geometry as XYZ:
```
22
Properties=species:S:1:pos:R:3:lowdin_charge:R:1
C 0.95 2.41 0.41 -0.1004
N 0.30 1.28 -0.26 -0.1285
C -1.38 -2.11 1.03 -0.0608
C -0.18 -1.16 0.42 -0.1990
C -0.67 0.32 0.23 -0.3905
C -1.89 0.43 -0.69 -0.0910
H 1.76 2.06 0.99 0.0549
H 1.45 2.98 -0.35 0.0734
H 0.31 3.04 0.98 0.0626
H 0.36 1.35 -1.27 0.0992
H -1.65 -1.50 1.87 0.0417
H -2.11 -1.96 0.17 0.0711
H -1.31 -3.17 1.23 0.0509
H 0.26 -1.78 -0.35 0.0750
H 0.70 -1.01 0.95 0.0565
H -0.81 0.80 1.21 0.1409
H -1.99 1.44 -1.16 0.0691
H -3.00 0.33 -0.31 0.1061
H -1.79 -0.08 -1.62 0.0584
H 2.15 -0.31 -1.27 0.0428
H 3.10 -1.52 -1.39 0.0590
O 2.43 -1.13 -0.78 -0.0914
```

Q) Below is a cluster of 2 separate species, C5H15NO in total, with properties calculated with ωB97M-V/def2-TZVPD.

Its HOMO energy is -8.15 eV. As for the SMILES: CCCNCC.O. The HOMO-LUMO gap is 9.04 eV. Its spin multiplicity is 1.

Geometry as XYZ:
```
22
Properties=species:S:1:pos:R:3:lowdin_charge:R:1
C -1.90 1.03 0.04 -0.2415
C -2.89 1.02 -1.13 -0.1106
C -0.82 -0.08 -0.14 -0.2686
N 0.36 -0.03 0.67 -0.1096
C 1.64 0.56 0.24 -0.2565
C 1.46 1.85 -0.59 -0.0771
H -2.42 0.86 0.98 0.0961
H -1.41 2.00 0.15 0.0792
H -3.88 0.68 -0.85 0.0649
H -3.07 2.03 -1.53 0.0659
H -2.51 0.41 -1.95 0.0617
H -1.36 -1.02 0.02 0.1123
H -0.56 -0.07 -1.20 0.1094
H 0.24 -0.10 1.67 0.1076
H 2.11 -0.22 -0.38 0.0933
H 2.22 0.60 1.16 0.1049
H 2.24 2.58 -0.38 0.0663
H 0.46 2.23 -0.54 0.0441
H 1.73 1.55 -1.60 0.0673
H 2.07 -3.01 0.48 -0.0080
H 1.15 -4.27 0.61 0.0555
O 1.95 -3.81 0.96 -0.0566
```

R) Below is a cluster of 2 separate species, C5H15NO in total, with properties calculated with ωB97M-V/def2-TZVPD.

Its HOMO energy is -9.46 eV. As for the SMILES: CCCN(C)C.O. The HOMO-LUMO gap is 10.39 eV. Its spin multiplicity is 1.

Geometry as XYZ:
```
22
Properties=species:S:1:pos:R:3:lowdin_charge:R:1
C 0.05 -0.05 -1.76 -0.2427
C -1.38 0.40 -1.97 -0.1056
C 0.75 0.62 -0.56 -0.2689
N 0.11 0.43 0.74 -0.1483
C 0.59 -1.25 1.17 -0.0331
C 0.85 1.19 1.77 -0.1077
H 0.76 0.04 -2.57 0.1075
H 0.03 -1.10 -1.43 0.0845
H -1.98 0.22 -1.09 0.0484
H -1.39 1.50 -1.98 0.0721
H -1.87 0.02 -2.86 0.0726
H 0.69 1.69 -0.79 0.1229
H 1.81 0.32 -0.59 0.1222
H 1.60 -0.94 1.46 0.0571
H 0.81 -1.86 0.30 0.0798
H 0.25 -1.92 1.95 0.0926
H 0.35 1.14 2.73 0.0877
H 1.79 0.64 1.97 0.0630
H 1.17 2.19 1.49 0.0863
H -0.75 -0.84 0.74 0.0157
H -2.56 -1.01 0.75 0.0121
O -1.72 -1.42 0.52 -0.2180
```

S) Below is a cluster of 2 separate species, C5H15NO in total, with properties calculated with ωB97M-V/def2-TZVPD.

Its HOMO energy is -8.16 eV. As for the SMILES: CC(C)N(C)C.O. The HOMO-LUMO gap is 8.98 eV. Its spin multiplicity is 1.

Geometry as XYZ:
```
22
Properties=species:S:1:pos:R:3:lowdin_charge:R:1
C 1.35 -1.17 -0.94 -0.0903
N 1.12 -0.16 0.08 -0.2669
C 1.28 -0.67 1.41 -0.1192
C -1.26 0.47 0.57 -0.0746
C 0.04 0.78 -0.17 -0.4372
C 0.50 2.21 0.16 -0.0550
H 1.40 -0.73 -1.93 0.0845
H 2.28 -1.68 -0.69 0.0805
H 0.59 -1.96 -0.90 0.0766
H 2.31 -1.00 1.59 0.0863
H 0.58 -1.49 1.67 0.0827
H 0.97 0.07 2.16 0.0834
H -2.08 0.95 0.05 0.0797
H -1.27 0.94 1.56 0.0780
H -1.50 -0.59 0.69 0.0710
H -0.13 0.76 -1.24 0.1246
H -0.37 2.85 0.23 0.0744
H 0.95 2.22 1.14 0.0706
H 1.27 2.53 -0.54 0.0757
H -2.14 -1.54 -1.04 0.0036
H -3.08 -1.01 -2.18 0.0320
O -2.84 -1.79 -1.68 -0.0606
```

Most stable one: S), least stable one: R).

P) Below is a structure of composition C5H15NO, with properties calculated with ωB97M-V/def2-TZVPD.

Its HOMO energy is -7.85 eV. The HOMO-LUMO gap is 8.62 eV. Its spin multiplicity is 1.

Geometry as XYZ:
```
22
Properties=species:S:1:pos:R:3:lowdin_charge:R:1
C -1.80 0.93 0.66 -0.3066
C -1.56 -0.48 -0.66 -0.2326
C -1.60 -1.76 0.17 -0.1775
O -1.34 2.12 0.36 -0.2281
H -0.07 1.95 -0.09 0.1104
H -2.89 0.83 0.70 0.0911
H -1.31 0.43 1.51 0.0772
H -2.50 -0.34 -1.19 0.0674
H -0.88 -0.63 -1.51 0.0648
H -2.36 -1.70 0.95 0.0649
H -0.64 -1.94 0.67 0.0551
H -1.83 -2.64 -0.44 0.0623
C 1.86 0.77 0.40 -0.2600
C 2.57 -0.49 -0.09 -0.0892
N 0.84 1.25 -0.56 0.0332
H 1.26 1.57 -1.43 0.1296
H 0.10 0.44 -0.73 0.0913
H 2.58 1.57 0.58 0.1149
H 1.34 0.56 1.33 0.1159
H 3.28 -0.84 0.66 0.0751
H 3.11 -0.30 -1.02 0.0735
H 1.85 -1.29 -0.28 0.0673
```

Q) Below is a cluster of 2 separate species, C5H15NO in total, with properties calculated with ωB97M-V/def2-TZVPD.

Its HOMO energy is -9.22 eV. As for the SMILES: CC[C@H](C)CN.O. The HOMO-LUMO gap is 9.70 eV. Its spin multiplicity is 1.

Geometry as XYZ:
```
22
Properties=species:S:1:pos:R:3:lowdin_charge:R:1
C 1.40 0.90 -0.80 -0.3180
C 0.78 -0.47 -0.77 -0.3494
C 1.91 -1.54 -0.39 -0.1131
C -0.23 -0.58 0.47 -0.2958
C -0.64 -1.87 0.99 -0.1520
N 0.92 1.80 -1.84 -0.0267
H 2.54 0.83 -1.11 0.1469
H 1.45 1.42 0.09 0.0758
H 0.23 -0.74 -1.73 0.1517
H 1.62 -2.69 -0.12 0.1072
H 2.45 -1.08 0.58 0.1140
H 2.67 -1.65 -1.24 0.0729
H 0.35 0.05 1.25 0.1306
H -1.05 0.04 0.17 0.0855
H -1.39 -1.67 1.82 0.1034
H 0.27 -2.26 1.39 0.0424
H -0.89 -2.68 0.26 0.0951
H 0.02 2.22 -1.76 0.0457
H 1.56 2.62 -1.90 0.0841
H -4.85 2.78 0.85 0.0190
H -4.19 1.97 2.01 0.0844
O -4.96 2.62 1.79 -0.1036
```

R) Below is a cluster of 2 separate species, C5H15NO in total, with properties calculated with ωB97M-V/def2-TZVPD.

Its HOMO energy is -8.13 eV. As for the SMILES: CCN(C)CC.O. The HOMO-LUMO gap is 8.89 eV. Its spin multiplicity is 1.

Geometry as XYZ:
```
22
Properties=species:S:1:pos:R:3:lowdin_charge:R:1
C 1.81 0.72 -0.96 -0.0780
C 1.68 0.58 0.59 -0.2492
N 0.35 0.23 1.15 -0.2037
C 0.03 -1.02 0.47 -0.3043
C -1.44 -1.51 0.65 -0.0939
C -0.70 1.34 1.50 -0.0134
H 0.84 0.40 -1.34 0.0347
H 2.30 1.60 -1.26 0.0316
H 2.68 0.00 -1.35 0.1134
H 2.15 1.35 1.11 0.0907
H 2.15 -0.37 0.80 0.0854
H 0.62 -1.77 1.00 0.1007
H 0.20 -1.26 -0.57 0.0857
H -1.19 -2.57 1.03 0.0955
H -2.04 -1.57 -0.30 0.0690
H -2.19 -1.03 1.29 0.0481
H -0.48 2.01 0.71 0.0636
H -0.76 1.41 2.57 0.0631
H -1.77 0.89 1.38 0.0818
H -1.11 0.66 -3.32 0.0500
H -1.29 -0.25 -2.24 -0.0165
O -1.84 0.15 -2.91 -0.0542
```

S) Below is a cluster of 2 separate species, C5H15NO in total, with properties calculated with ωB97M-V/def2-TZVPD.

Its HOMO energy is -8.47 eV. As for the SMILES: CCCN(C)C.O. The HOMO-LUMO gap is 9.38 eV. Its spin multiplicity is 1.

Geometry as XYZ:
```
22
Properties=species:S:1:pos:R:3:lowdin_charge:R:1
C -0.91 -0.10 0.73 -0.2911
C -0.97 -1.62 0.53 -0.1256
C 0.49 0.41 0.88 -0.2765
N 1.10 0.77 -0.44 -0.2449
C 2.22 1.74 -0.28 -0.1166
C 1.52 -0.48 -1.13 -0.1007
H -1.49 0.29 1.61 0.1125
H -1.41 0.59 -0.11 0.1362
H -0.51 -2.24 1.33 0.0721
H -2.01 -1.84 0.81 0.0624
H -0.33 -1.92 -0.38 0.0730
H 1.19 -0.30 1.40 0.1255
H 0.43 1.25 1.68 0.1370
H 2.61 1.91 -1.30 0.0833
H 3.04 1.48 0.41 0.0817
H 1.94 2.66 0.17 0.0564
H 1.21 -0.36 -2.23 0.1105
H 2.55 -0.67 -1.16 0.0500
H 1.05 -1.38 -0.68 0.0451
H -4.24 -0.67 -0.42 -0.0021
H -3.50 0.28 -1.14 0.0511
O -3.95 0.19 -0.28 -0.0391
```

Most stable one: Q), least stable one: R).

P) Below is a cluster of 2 separate species, C5H15NO in total, with properties calculated with ωB97M-V/def2-TZVPD.

Its HOMO energy is -8.32 eV. As for the SMILES: CCCN(C)C.O. The HOMO-LUMO gap is 9.10 eV. Its spin multiplicity is 1.

Geometry as XYZ:
```
22
Properties=species:S:1:pos:R:3:lowdin_charge:R:1
C -0.03 0.68 1.77 -0.2192
C -1.18 0.00 2.63 -0.1046
C -0.42 0.73 0.27 -0.2783
N 0.76 0.78 -0.53 -0.2686
C 1.50 -0.46 -0.48 -0.1152
C 0.59 1.43 -1.90 -0.0412
H 0.85 0.15 2.06 0.0682
H 0.33 1.75 2.23 0.1492
H -0.79 -0.30 3.60 0.0657
H -2.08 0.47 2.92 0.0442
H -1.46 -0.88 2.11 0.0359
H -1.06 1.58 0.01 0.1106
H -1.12 -0.18 0.09 0.1230
H 1.15 -1.19 0.31 0.0984
H 2.66 -0.51 -0.42 0.1074
H 1.40 -0.90 -1.45 0.0285
H -0.37 1.99 -2.02 0.0913
H 1.33 2.15 -1.92 0.0347
H 0.85 0.67 -2.68 0.0850
H -1.57 -2.30 -1.83 0.0102
H -0.25 -2.60 -2.54 0.0731
O -1.12 -3.05 -2.23 -0.0983
```

Q) Below is a cluster of 2 separate species, C5H15NO in total, with properties calculated with ωB97M-V/def2-TZVPD.

Its HOMO energy is -8.63 eV. As for the SMILES: CCC[C@@H](C)N.O. The HOMO-LUMO gap is 9.45 eV. Its spin multiplicity is 1.

Geometry as XYZ:
```
22
Properties=species:S:1:pos:R:3:lowdin_charge:R:1
C -1.21 0.79 2.00 -0.0917
C -0.52 0.86 0.47 -0.4376
C 0.92 0.18 0.61 -0.2235
C 1.34 -1.15 -0.07 -0.2487
C 0.36 -2.32 0.34 -0.1220
N -0.72 2.09 -0.25 0.0057
H -2.30 1.09 1.82 0.0613
H -0.69 1.50 2.75 0.0739
H -1.28 -0.22 2.54 0.0689
H -1.04 0.02 -0.15 0.1269
H 1.22 0.28 1.71 0.1036
H 1.61 1.10 0.22 0.1320
H 2.52 -1.27 0.02 0.1430
H 1.03 -1.07 -1.04 0.0390
H -0.64 -1.89 0.36 0.0372
H 0.46 -2.68 1.48 0.1011
H 0.43 -3.29 -0.22 0.0643
H -1.50 2.24 -0.91 0.0843
H -0.42 2.91 0.31 0.0804
H 0.88 0.44 -4.16 0.0568
H -0.51 -0.03 -4.20 -0.0297
O 0.05 0.39 -3.64 -0.0250
```

Most stable one: P), least stable one: Q).